Here is an isolated molecule of C4H8N2O from the Open Molecules 2025 dataset. Energies are from ωB97M-V/def2-TZVPD.

CARTESIAN COORDINATES (ANGSTROEM)
C 2.30 -1.09 -0.29
N 1.17 -0.16 -0.30
C 0.01 -0.64 0.02
N -1.92 -0.85 1.22
C -1.24 0.17 0.10
O -2.24 -0.63 -0.31
C -1.43 1.71 -0.03
H 2.80 -1.06 -1.26
H 1.90 -2.09 -0.11
H 3.00 -0.83 0.50
H 1.35 0.77 -0.67
H -1.22 -1.67 1.31
H -0.79 2.21 -0.79
H -2.46 1.96 -0.31
H -1.22 2.21 0.92

DFT total energy, Ha: -341.75486
ΔE to the lowest compared entry with this formula, charge and spin, eV: 6.770
Max |F|, Eh/bohr: 0.05912
LUMO level, hartree: 0.0319
Gap between HOMO and LUMO, eV: 8.8371
2S+1: 1